{
  "formula": "C30H36F6N6O18",
  "method": "wB97M-V/def2-TZVPD",
  "elements": ["C", "C", "O", "C", "O", "O", "F", "H", "H", "H", "C", "C", "O", "C", "O", "O", "F", "H", "H", "H", "C", "C", "O", "C", "O", "O", "F", "H", "H", "H", "C", "C", "O", "C", "O", "O", "F", "H", "H", "H", "C", "C", "O", "C", "O", "O", "F", "H", "H", "H", "C", "C", "O", "C", "O", "O", "F", "H", "H", "H", "C", "C", "N", "H", "H", "H", "C", "C", "N", "H", "H", "H", "C", "C", "N", "H", "H", "H", "C", "C", "N", "H", "H", "H", "C", "C", "N", "H", "H", "H", "C", "C", "N", "H", "H", "H"],
  "positions_angstrom": [[-2.1416, -3.2543, 0.6692], [-1.9693, -3.9066, -0.7101], [-2.8223, -3.0752, -1.5170], [-3.6582, -2.4421, -0.6983], [-4.6788, -1.9382, -1.1043], [-3.1821, -2.4078, 0.5760], [-2.5951, -5.1687, -0.6808], [-1.2974, -2.6967, 1.0747], [-2.2500, -4.0755, 1.3777], [-0.9027, -3.9146, -0.9346], [0.0278, -0.2677, -0.4272], [0.8235, 0.9908, -0.7965], [1.6888, 1.0309, 0.3914], [1.0457, 0.4713, 1.4350], [1.2857, 0.5414, 2.6388], [0.0005, -0.2455, 1.0116], [-0.0091, 1.9783, -0.7471], [0.5363, -1.2155, -0.6038], [-0.9787, -0.2862, -0.8453], [1.3007, 0.9971, -1.7765], [-2.6567, -0.0652, 3.2348], [-2.5118, 1.3226, 3.6695], [-3.8432, 1.6075, 3.9622], [-4.7089, 0.8642, 3.3212], [-5.9042, 1.0422, 3.4052], [-3.9883, 0.0456, 2.5779], [-2.1315, 2.0436, 2.6209], [-2.7512, -0.8304, 4.0052], [-1.9494, -0.4313, 2.4907], [-1.7978, 1.5430, 4.4629], [-4.4650, 1.2591, -2.5227], [-4.5460, 1.2271, -1.0289], [-5.1730, 2.4652, -0.7518], [-5.9088, 2.8095, -1.8437], [-6.8426, 3.5854, -1.9321], [-5.6043, 2.0109, -2.8482], [-3.2292, 1.2786, -0.5481], [-4.4891, 0.2776, -2.9961], [-3.5611, 1.7369, -2.9006], [-5.0931, 0.3894, -0.5962], [4.3214, -4.1094, 1.7791], [4.6454, -2.9232, 0.7984], [3.3445, -2.3927, 0.6098], [2.4267, -3.2921, 0.8964], [1.1997, -3.2257, 0.6952], [2.9313, -4.3146, 1.5036], [5.1143, -3.4537, -0.3309], [4.4967, -3.8777, 2.8297], [4.9064, -4.9746, 1.4672], [5.3727, -2.2057, 1.1783], [0.9270, -1.7063, 5.2714], [1.5661, -2.5011, 4.2397], [0.5017, -2.9837, 3.4660], [-0.6554, -2.8425, 4.1634], [-1.7627, -3.2375, 3.8456], [-0.3453, -2.2876, 5.3847], [2.2010, -3.5544, 4.8679], [0.7262, -0.7077, 4.8833], [1.5674, -1.4834, 6.1248], [2.2521, -1.9681, 3.5814], [3.0006, 3.5051, -4.1306], [1.7432, 3.4393, -3.4515], [0.7198, 3.3836, -2.9247], [2.7786, 3.4563, -5.1967], [3.7370, 2.7615, -3.8258], [3.2787, 4.5504, -3.9966], [-1.7325, 4.8087, -0.4679], [-0.9498, 5.8535, 0.2748], [-0.2614, 6.5828, 0.8252], [-2.2700, 5.2891, -1.2855], [-2.3204, 4.1639, 0.1853], [-1.0321, 4.0948, -0.9012], [2.7069, 4.3103, -0.2083], [3.1810, 5.4147, -0.9626], [3.5562, 6.3136, -1.5621], [3.5375, 4.0562, 0.4501], [2.5137, 3.5129, -0.9260], [1.7937, 4.6186, 0.3009], [5.3427, 1.1113, 0.8876], [6.4413, 0.2163, 0.5482], [7.2729, -0.5515, 0.2721], [4.5129, 0.9729, 0.1945], [5.6466, 2.1581, 0.8898], [4.8708, 0.8893, 1.8447], [1.5248, -2.2773, -3.4240], [2.5806, -1.5347, -2.6967], [3.4136, -0.9150, -2.1396], [1.2648, -1.7782, -4.3575], [0.6509, -2.3802, -2.7807], [1.8865, -3.2164, -3.8424], [-2.7059, -1.9046, -5.1361], [-1.7477, -1.1408, -4.2725], [-0.9646, -0.6016, -3.5597], [-2.1399, -2.4504, -5.8910], [-3.4800, -1.2521, -5.5399], [-3.1557, -2.7157, -4.5635]],
  "forces_ev_per_a": [[3.01, -2.14, 0.94], [-1.32, 0.33, 1.26], [1.71, -1.24, 0.07], [-1.87, 1.28, -0.38], [1.23, -0.16, 1.00], [-3.24, 1.33, -1.08], [1.24, 1.26, -0.30], [0.51, -0.10, -0.61], [-0.63, 0.08, 0.17], [-0.36, -0.50, -0.99], [0.23, -1.07, -0.31], [0.19, -3.29, 1.09], [0.30, 0.71, -0.23], [-0.33, -0.29, 1.95], [0.26, 0.26, -2.49], [-0.48, 0.54, -0.16], [-1.52, 2.61, 0.51], [0.16, 0.14, -0.74], [0.09, 0.23, 0.18], [0.79, -0.16, 0.55], [-0.20, -1.99, -0.61], [1.72, -0.57, -0.58], [-2.97, 2.75, 2.85], [7.84, -0.34, -1.10], [-3.09, 0.01, -0.16], [-2.43, -1.42, -0.25], [0.06, 1.12, -0.88], [-0.03, 0.13, 0.19], [-0.09, 0.32, -0.23], [-0.72, -0.05, 0.57], [0.33, -1.04, -0.83], [1.56, 0.75, -0.19], [-0.12, 0.09, 0.77], [-3.41, 1.44, -0.45], [2.56, -1.11, 1.10], [0.22, -0.34, -1.43], [-1.05, -0.25, 0.36], [-0.40, -0.01, 0.17], [0.12, 0.29, 0.38], [0.27, 0.04, 0.20], [0.66, 0.74, -0.99], [-0.22, -1.40, 2.06], [0.64, 1.64, -0.82], [-4.32, -0.22, -0.38], [3.07, 0.68, -0.25], [0.96, -1.75, 1.26], [0.05, 0.03, -1.05], [-0.24, 0.01, -0.03], [-0.24, -0.03, 0.16], [-0.44, 0.32, -0.18], [-0.10, 2.95, -0.18], [1.04, -0.87, -0.62], [-0.86, -0.08, -0.24], [-0.72, -1.32, 1.07], [2.28, 1.29, 0.31], [-1.48, -0.68, 0.00], [0.06, -0.06, -0.66], [0.31, 0.26, -0.33], [-0.63, -1.06, 0.58], [0.12, -0.18, 0.11], [-0.05, 0.97, -0.83], [-1.26, -0.75, 0.71], [0.44, 0.15, -0.29], [0.20, -0.42, -0.10], [-0.10, 0.27, 0.07], [0.85, -0.09, 0.23], [1.05, 0.39, 0.28], [-0.78, -1.55, -0.72], [0.20, 0.36, 0.28], [-0.29, -0.21, 0.26], [-0.44, 0.62, 0.09], [0.27, 0.33, -0.26], [0.05, -0.55, 0.12], [0.15, 1.12, -0.66], [0.23, 0.31, -0.39], [-0.42, -0.37, 0.37], [-0.13, -0.21, 0.38], [0.10, -0.30, 0.24], [-0.65, 0.19, -0.02], [1.22, -1.39, -0.32], [-1.47, 1.37, 0.54], [0.21, 0.05, -0.40], [0.10, -0.12, -0.06], [0.49, -0.13, 0.25], [0.66, 0.14, -0.34], [1.98, 1.40, 0.95], [-2.56, -1.73, -1.54], [-0.19, 0.63, 0.40], [0.11, -0.17, -0.26], [0.19, -0.33, 0.79], [0.79, 0.01, 0.73], [2.07, 1.25, 2.11], [-3.14, -1.83, -2.63], [-0.01, 0.50, -0.35], [0.22, -0.11, -0.12], [-0.18, 0.31, 0.38]],
  "multiplicity": 2,
  "lumo_ev": [-4.0, -10.5],
  "e_homo_ev": [-13.21, -13.21],
  "orbital_gap_ha": [0.3367, 0.0982],
  "total_charge": 1
}

***

{
  "formula": "C9H17N3O2",
  "method": "wB97M-V/def2-TZVPD",
  "elements": ["C", "O", "C", "C", "O", "C", "C", "C", "C", "N", "C", "N", "C", "N", "H", "H", "H", "H", "H", "H", "H", "H", "H", "H", "H", "H", "H", "H", "H", "H", "H"],
  "positions_angstrom": [[-1.7285, 1.6903, -1.5913], [-1.2647, 0.5936, -0.8830], [0.0770, 0.6982, -0.3544], [0.4078, -0.6690, 0.2645], [0.1979, -1.6707, -0.7629], [-0.1434, -1.1727, 1.5431], [-0.1931, -0.1424, 2.6230], [-1.6783, -1.5390, 1.1835], [0.7135, -2.3898, 2.0419], [1.0275, 1.1084, -1.3531], [1.5092, 2.3256, -1.6086], [2.0322, 2.3832, -2.8243], [1.7479, 1.1723, -3.3293], [1.2021, 0.4102, -2.4770], [-2.8107, 1.7723, -1.3783], [-1.7103, 1.5210, -2.7346], [-1.2498, 2.6756, -1.1818], [0.1409, 1.5149, 0.4710], [1.4680, -0.5335, 0.3022], [0.7477, -1.2808, -1.5126], [0.7977, 0.0729, 2.9309], [-0.6648, -0.5676, 3.4447], [-0.6196, 0.8473, 2.3510], [-1.7266, -2.0987, 0.3257], [-2.3843, -0.7085, 1.1152], [-2.0455, -1.9877, 2.0437], [0.7629, -3.1682, 1.3947], [0.2588, -2.8420, 2.8392], [1.6411, -1.9487, 2.3122], [1.6308, 3.1250, -0.8152], [1.8566, 0.8088, -4.3798]],
  "forces_ev_per_a": [[-0.78, 1.74, -0.68], [1.80, -0.19, 0.76], [-2.47, 0.67, 1.89], [1.29, -0.19, -2.59], [1.35, 1.28, -0.60], [-2.90, -0.53, -0.88], [0.63, 1.45, -1.16], [1.69, 1.97, 1.82], [-1.18, 3.56, -0.57], [0.07, 0.29, -0.59], [1.51, 2.13, 0.86], [-0.23, 1.45, 0.50], [0.76, 0.31, -1.93], [-2.03, -3.75, 0.89], [0.41, 0.03, 0.06], [0.69, 0.59, 1.66], [-0.70, -1.52, -1.25], [-0.17, -1.09, -1.37], [1.30, -0.26, 0.81], [-1.16, -1.12, 0.68], [1.27, 0.34, 0.50], [-1.17, -0.46, 1.64], [-0.22, -0.84, 0.09], [-0.27, -1.56, -1.79], [0.70, 0.56, -0.43], [-0.72, -1.75, 1.50], [0.64, -1.89, -2.65], [-1.17, -0.64, 2.64], [1.13, -0.17, 0.25], [-0.45, -1.10, -1.23], [0.36, 0.67, 1.16]],
  "multiplicity": 1,
  "lumo_ev": 0.7,
  "e_homo_ev": -9.98,
  "orbital_gap_ha": 0.3921,
  "total_charge": 0,
  "smiles": "CO[C@@H]([C@H](O)C(C)(C)C)n1cncn1"
}

***

{
  "formula": "C4H6N2O2",
  "method": "wB97M-V/def2-TZVPD",
  "elements": ["C", "C", "N", "C", "N", "C", "O", "O", "H", "H", "H", "H", "H", "H"],
  "positions_angstrom": [[-0.5475, 0.0862, 1.5555], [-0.4883, -0.0070, 0.1804], [-0.5227, -1.2034, -0.5949], [0.2656, -2.0983, -0.2354], [1.4411, -2.0722, 0.5703], [-0.2402, 1.3789, -0.3358], [-0.9728, 2.3726, 0.2890], [0.4243, 1.5068, -1.4853], [-0.4006, -0.9610, 2.1891], [-0.2662, 1.0722, 2.0919], [0.2377, -3.1453, -0.7309], [2.2399, -2.6290, -0.0029], [1.7861, -0.9868, 0.8654], [0.4245, 2.3855, -1.6577]],
  "forces_ev_per_a": [[2.18, -2.33, 0.92], [0.98, 1.24, 2.24], [-1.44, 1.94, 0.90], [3.19, -3.03, -0.87], [2.34, 2.14, -1.04], [-6.06, 3.56, 2.20], [5.14, -4.73, -4.13], [-0.21, -4.10, 2.18], [-0.94, 2.90, -1.59], [-1.12, -1.93, -1.07], [-0.44, 1.73, 0.68], [-2.43, 1.90, 2.04], [-1.26, -4.01, -1.23], [0.08, 4.72, -1.23]],
  "multiplicity": 1,
  "lumo_ev": 0.2,
  "e_homo_ev": -9.16,
  "orbital_gap_ha": 0.3451,
  "total_charge": 0,
  "smiles": "C=C(/N=C\\N)C(=O)O"
}

***

Quick rundown of DFT total energy, same order as above: -93781.1110 -18171.6131 -11316.9916 eV